One molecule with the formula C6H12NO4P. Source: the OMol25 dataset; level of theory: the ωB97M-V functional and the def2-TZVPD basis.

```
24
Properties=species:S:1:pos:R:3:mulliken_charge:R:1
C -1.0542 -0.7402 1.6485 -1.27
C -1.2280 -0.1414 0.0210 -0.03
P -2.4345 -1.4520 -0.7380 -0.03
C 0.0950 -0.1340 -0.7048 0.29
C 1.1864 -1.1641 -0.4693 -0.89
O 2.0923 -0.6556 0.4891 -0.45
C 2.2100 0.7252 0.3434 0.28
O 3.2127 1.0390 -0.6267 -0.53
C 0.8307 1.1540 -0.2384 -1.11
N -1.9089 1.1174 0.0467 1.10
O -1.9286 1.7863 -0.9440 -0.58
O -2.4484 1.5556 1.0649 -0.63
H -1.2516 -1.8513 1.4383 0.41
H -0.0450 -0.6249 2.1448 0.23
H -1.9168 -0.4261 2.1486 0.51
H -1.8571 -1.4356 -1.9724 0.06
H -3.4728 -0.5251 -0.9297 0.08
H -0.2139 -0.1303 -1.7779 0.64
H 0.9258 -2.1201 0.0124 0.35
H 1.7286 -1.0579 -1.4550 0.35
H 2.2816 1.1467 1.3841 0.26
H 3.8979 0.3653 -0.4240 0.34
H 1.0422 1.8771 -1.0427 0.24
H 0.2567 1.6923 0.5811 0.40
```

Computed properties:
**SMILES string**: C[C@](P)([C@@H]1CO[C@@H](O)C1)[N+](=O)[O-]
**HOMO energy**: -10.16 eV
**LUMO**: -0.02 eV
**Spin multiplicity**: 1
**ΔE to the lowest compared entry with this formula, charge and spin**: 170.8 kcal/mol
**E**: -932.707264 a.u.



C51H50ClGe2N2O3PV as an isolated structure. Source: the OMol25 dataset; level of theory: the ωB97M-V functional and the def2-TZVPD basis.

```
111
Properties=species:S:1:pos:R:3:mulliken_charge:R:1
V 0.6338 0.1889 0.1949 0.24
Cl 6.0479 2.3524 4.6526 -0.23
C 4.9672 1.7969 3.4096 0.07
C 5.4894 1.1426 2.2878 -0.80
C 4.6550 0.6966 1.2936 -0.61
C 3.2610 0.8819 1.3815 -0.53
O 2.5072 0.4426 0.4108 0.18
C 2.7447 1.5472 2.5174 0.56
C 1.3478 1.8022 2.6945 -0.20
N 0.4032 1.4025 1.9097 1.41
C -0.9299 1.7913 2.1999 -0.33
C -1.3053 2.8304 3.0156 -0.62
C -2.6650 3.0838 3.2720 -1.29
C -3.6395 2.3005 2.7221 -0.94
C -3.2890 1.2527 1.8427 1.33
C -4.2425 0.3973 1.2385 -1.29
C -3.8173 -0.5810 0.3936 -1.25
C -2.4418 -0.6834 0.0980 0.11
N -1.5274 0.0925 0.6342 1.18
C -1.9320 1.0321 1.5458 -0.59
C 3.6199 2.0015 3.5240 -1.55
H 6.5583 0.9928 2.2134 0.43
H 5.0374 0.1899 0.4175 0.57
H 1.0895 2.3716 3.5862 0.24
H -0.5643 3.4813 3.4570 0.35
H -2.9305 3.9094 3.9187 0.44
H -4.6855 2.4780 2.9378 0.50
H -5.2935 0.5293 1.4651 0.49
H -4.5050 -1.2662 -0.0815 0.56
H -2.1002 -1.4203 -0.6122 -0.93
H 3.2182 2.5098 4.3918 0.50
C -1.8588 -1.6036 3.8238 -1.24
C -0.3965 -1.1679 3.7221 -0.75
Ge 0.4888 -1.6847 2.0036 2.64
C 2.3580 -2.1578 2.4843 -0.54
C 2.4420 -3.4831 3.2389 -1.40
C -0.4021 -3.3451 1.4798 -0.61
C -0.4455 -3.6045 0.1691 -0.20
Ge 0.4202 -2.1812 -0.9370 1.64
C -0.7091 -1.8715 -2.5609 0.31
C -1.8124 -2.8846 -2.8586 -1.49
C 2.2027 -2.8958 -1.4246 -0.65
C 2.3709 -3.2516 -2.8988 -1.54
C -0.9845 -4.8789 -0.3563 -0.18
C -0.2694 -5.6265 -1.2924 0.24
C -0.7715 -6.8225 -1.7819 -0.89
C -2.0083 -7.2880 -1.3566 -0.44
C -2.7330 -6.5510 -0.4304 -0.88
C -2.2236 -5.3612 0.0674 -0.40
H -2.3194 -1.2726 4.7586 0.38
H -1.9553 -2.6893 3.7765 0.34
H -2.4600 -1.2023 3.0057 0.25
H 0.1863 -1.6490 4.5139 0.84
H -0.3130 -0.0959 3.9049 0.06
H 2.7811 -1.3466 3.0839 0.26
H 2.9413 -2.2027 1.5614 0.26
H 1.8452 -3.4655 4.1545 0.29
H 3.4691 -3.7216 3.5259 0.40
H 2.0704 -4.3060 2.6253 0.28
H -0.7506 -4.0880 2.2012 0.44
H -0.0068 -1.8227 -3.3956 0.84
H -1.1255 -0.8633 -2.4879 -0.90
H -1.4068 -3.8657 -3.1086 0.38
H -2.4273 -2.5543 -3.7007 0.39
H -2.4827 -3.0461 -2.0083 0.19
H 2.3729 -3.7665 -0.7838 0.77
H 2.9404 -2.1391 -1.1548 0.47
H 1.6041 -3.9476 -3.2515 0.33
H 3.3442 -3.7120 -3.0857 0.40
H 2.3173 -2.3526 -3.5125 0.25
H 0.6948 -5.2680 -1.6317 0.41
H -0.1961 -7.3915 -2.5014 0.42
H -2.4054 -8.2162 -1.7468 0.39
H -3.7001 -6.9045 -0.0946 0.39
H -2.7930 -4.7823 0.7857 0.44
O 3.2407 -0.1401 -2.6264 -0.74
C 2.2840 0.5542 -2.3416 -0.46
O 1.1535 0.1402 -1.8597 0.28
C 2.3470 2.0460 -2.6073 -0.19
C 3.4146 2.5275 -3.3562 -0.58
C 3.5004 3.8687 -3.6869 -0.80
C 2.5112 4.7455 -3.2635 -0.76
C 1.4540 4.2787 -2.4990 -0.72
C 1.3632 2.9298 -2.1560 0.05
P -0.0351 2.3395 -1.1373 3.21
C -0.5191 3.8732 -0.2650 -0.36
C 0.4521 4.3958 0.5962 -0.12
C 0.1861 5.5101 1.3707 -0.83
C -1.0651 6.1153 1.3096 -0.63
C -2.0309 5.6093 0.4558 -0.79
C -1.7587 4.4969 -0.3341 -0.52
C -1.3463 1.9945 -2.3514 0.66
C -1.0389 1.7955 -3.6951 -0.89
C -2.0199 1.3897 -4.5874 -0.83
C -3.3188 1.1754 -4.1507 -0.90
C -3.6357 1.3713 -2.8143 -1.12
C -2.6547 1.7718 -1.9200 -0.02
H 4.1636 1.8151 -3.6747 0.57
H 4.3317 4.2306 -4.2782 0.41
H 2.5620 5.7950 -3.5235 0.46
H 0.6962 4.9753 -2.1647 0.55
H 1.4309 3.9282 0.6468 0.53
H 0.9536 5.9105 2.0216 0.48
H -1.2782 6.9857 1.9170 0.39
H -3.0010 6.0857 0.3915 0.45
H -2.5163 4.1311 -1.0134 0.55
H -0.0253 1.9404 -4.0451 0.46
H -1.7633 1.2319 -5.6268 0.44
H -4.0806 0.8523 -4.8481 0.40
H -4.6459 1.2032 -2.4622 0.47
H -2.9157 1.9104 -0.8779 0.33
```

Computed properties:
**HOMO energy (alpha / beta)**: -7.45 / -6.72 eV
**⟨S²⟩**: 0.86
**LUMO (alpha / beta)**: -1.07 / -1.10 eV
**Spin multiplicity**: 2
**E**: -8208.130422 a.u.



C3H7NO2 as an isolated structure. Source: the OMol25 dataset; level of theory: the ωB97M-V functional and the def2-TZVPD basis.

```
13
Properties=species:S:1:pos:R:3:mulliken_charge:R:1
C 0.3981 -0.2766 -0.4738 -0.19
C -2.4702 -0.2797 0.1246 -0.59
C 1.9512 0.6444 0.0591 0.15
O 0.4063 0.8087 0.3228 -0.22
O -1.4057 0.0779 -0.6884 -0.53
N 2.6729 -0.1324 0.7524 -0.55
H 0.5783 -0.2298 -1.5516 0.24
H 0.3843 -1.2545 0.0094 0.27
H 3.6335 0.2130 0.8223 0.29
H 2.2679 1.5766 -0.4150 0.43
H -3.3357 0.3774 -0.0520 0.23
H -2.8165 -1.3000 -0.1140 0.24
H -2.2644 -0.2251 1.2042 0.25
```

Computed properties:
**HOMO energy**: -8.68 eV
**LUMO**: -0.60 eV
**Spin multiplicity**: 1
**ΔE to the lowest compared entry with this formula, charge and spin**: 151.9 kcal/mol
**E**: -323.538885 a.u.